# 1
A gas-phase ion, C2H3N2O2 (charge +1) in a non-equilibrium geometry, computed with ωB97M-V/def2-TZVPD.

The geometry in XYZ format:
```
9
Properties=species:S:1:pos:R:3
C 2.633 -0.105 0.166
C 1.428 -0.080 -0.001
N 4.018 -0.003 0.029
N 0.024 0.066 -0.110
O 4.419 -0.522 -0.957
O 4.630 0.545 0.896
H -0.074 -0.292 -1.006
H -0.054 1.095 -0.173
H -0.615 -0.456 0.617
```

charge = +1
energy relative to the best compared isomer or geometry (same formula, charge and spin) = 603.3 kJ/mol
gap between HOMO and LUMO (spin up / spin down) = 0.2734 / 0.2556 Ha
E = -337.34249 a.u.
E_HOMO (spin up / spin down) = -0.4513 / -0.5693 Eh
molar mass = 87.06 Da
multiplicity = 3

And the Mulliken charges, in e, turn out to be: 0.06 -0.08 0.77 -0.26 -0.35 -0.34 0.38 0.41 0.42

=====

# 2
2 unconnected molecules or ions with the total composition C2H3N2O2S in a non-equilibrium geometry, computed with ωB97M-V/def2-TZVPD.

The geometry in XYZ format:
```
10
Properties=species:S:1:pos:R:3
C 2.262 1.935 -0.129
C 0.094 0.204 -0.209
N 3.399 1.715 0.026
N -2.607 -0.465 -0.091
O -3.362 -0.604 0.906
O -3.095 -0.657 -1.241
S 0.570 1.984 -0.409
H 0.376 -0.035 0.908
H 0.600 -0.351 -0.871
H -0.956 0.174 -0.553
```

charge = -1
energy relative to the best compared isomer or geometry (same formula, charge and spin) = 264.4 kJ/mol
gap between HOMO and LUMO = 0.2530 Ha
E = -736.12248 a.u.
E_HOMO = -0.1330 Eh
molar mass = 119.12 Da
multiplicity = 1

And the Mulliken charges, in e, turn out to be: 0.31 -0.62 -0.46 -0.02 -0.55 -0.51 -0.08 0.25 0.34 0.34

=====

# 3
A molecular structure, C2H3N2O6S3 in a non-equilibrium geometry, computed with ωB97M-V/def2-TZVPD.

The geometry in XYZ format:
```
16
Properties=species:S:1:pos:R:3
C 0.600 1.423 -0.211
C -1.314 0.764 0.804
N 1.295 0.635 0.765
N -0.648 1.534 -0.179
O -3.033 -1.140 0.810
O 2.533 -1.540 0.681
O -2.534 -0.257 -1.370
O -0.778 -1.590 -0.298
O 1.257 -0.861 -1.321
O 3.254 0.321 -0.806
S 0.023 0.091 1.927
S -2.027 -0.643 -0.144
S 2.207 -0.455 -0.278
H 1.146 1.699 -1.048
H -2.160 1.316 1.387
H 0.179 -1.296 -0.720
```

charge = -1
energy relative to the best compared isomer or geometry (same formula, charge and spin) = 0.0 kJ/mol
gap between HOMO and LUMO = 0.3239 Ha
E = -1833.58565 a.u.
E_HOMO = -0.2087 Eh
molar mass = 247.26 Da
multiplicity = 1

And the Mulliken charges, in e, turn out to be: -0.26 -0.05 -0.20 -0.54 -0.67 -0.66 -0.59 -0.52 -0.61 -0.62 -0.04 1.19 1.19 0.52 0.40 0.46

=====

# 4
A gas-phase ion, C2H3N2OS (charge +1) in a non-equilibrium geometry, computed with ωB97M-V/def2-TZVPD.

The geometry in XYZ format:
```
9
Properties=species:S:1:pos:R:3
C -1.076 -0.033 -0.100
C -0.172 -0.973 0.511
N -0.919 1.016 -0.817
N 2.270 0.240 0.232
O 2.212 1.387 0.439
S 1.472 -0.999 -0.233
H -2.057 -0.603 -0.069
H -0.101 -1.605 1.390
H -1.629 1.571 -1.352
```

charge = +1
energy relative to the best compared isomer or geometry (same formula, charge and spin) = 603.8 kJ/mol
gap between HOMO and LUMO (spin up / spin down) = 0.2670 / 0.2757 Ha
E = -660.42909 a.u.
E_HOMO (spin up / spin down) = -0.5426 / -0.5509 Eh
molar mass = 103.13 Da
multiplicity = 1

And the Mulliken charges, in e, turn out to be: 0.29 -0.47 -0.48 0.48 -0.15 0.29 0.31 0.45 0.30